{"formula": "C48H96O48", "method": "ωB97M-V/def2-TZVPD", "e_lumo_ev": 0.381, "multiplicity": 1, "species": ["C", "O", "C", "O", "O", "C", "H", "H", "H", "H", "H", "H", "C", "O", "C", "O", "O", "C", "H", "H", "H", "H", "H", "H", "C", "O", "C", "O", "O", "C", "H", "H", "H", "H", "H", "H", "C", "O", "C", "O", "O", "C", "H", "H", "H", "H", "H", "H", "C", "O", "C", "O", "O", "C", "H", "H", "H", "H", "H", "H", "C", "O", "C", "O", "O", "C", "H", "H", "H", "H", "H", "H", "C", "O", "C", "O", "O", "C", "H", "H", "H", "H", "H", "H", "C", "O", "C", "O", "O", "C", "H", "H", "H", "H", "H", "H", "C", "O", "C", "O", "O", "C", "H", "H", "H", "H", "H", "H", "C", "O", "C", "O", "O", "C", "H", "H", "H", "H", "H", "H", "C", "O", "C", "O", "O", "C", "H", "H", "H", "H", "H", "H", "C", "O", "C", "O", "O", "C", "H", "H", "H", "H", "H", "H", "C", "O", "C", "O", "O", "C", "H", "H", "H", "H", "H", "H", "C", "O", "C", "O", "O", "C", "H", "H", "H", "H", "H", "H", "C", "O", "C", "O", "O", "C", "H", "H", "H", "H", "H", "H", "C", "O", "C", "O", "O", "C", "H", "H", "H", "H", "H", "H"], "coordinates": [[-2.693136, 7.862224, -0.543138], [-3.787399, 7.109316, -0.656341], [-3.901874, 5.923316, -0.106587], [-2.957104, 5.209051, 0.406009], [-5.164879, 5.574600, -0.280129], [-5.493880, 4.314471, 0.151170], [-3.084463, 8.812608, -0.906082], [-1.921182, 7.444264, -1.189280], [-2.333369, 8.047950, 0.468885], [-4.754950, 3.577993, -0.164575], [-6.459223, 3.973456, -0.222874], [-5.505627, 4.241056, 1.238639], [9.049508, -2.172090, -2.481457], [7.704734, -1.860624, -2.298348], [7.386877, -0.622848, -1.906239], [8.138140, 0.268373, -1.643124], [6.057139, -0.644110, -1.839145], [5.300784, 0.329684, -1.124159], [9.704777, -1.338017, -2.732571], [9.150924, -3.030410, -3.145611], [9.450438, -2.663843, -1.595167], [5.822817, 0.926200, -0.375996], [4.563671, -0.243385, -0.561708], [4.714809, 0.958382, -1.794590], [3.891045, -1.619368, -3.710087], [5.147071, -1.542920, -4.415720], [5.299578, -0.720485, -5.472955], [6.308317, -0.757596, -6.192068], [4.227754, 0.091625, -5.714899], [4.335385, 0.968872, -6.820396], [4.235506, -1.732386, -2.682146], [3.340208, -2.511377, -4.008430], [3.330389, -0.684666, -3.720579], [5.266280, 1.524216, -6.934983], [3.535398, 1.709221, -6.822862], [4.204434, 0.386892, -7.732674], [-5.321799, 0.835583, 1.528166], [-6.179021, -0.247674, 1.483812], [-7.386492, -0.158110, 0.876705], [-7.882531, 0.860486, 0.281170], [-7.952072, -1.335725, 1.029628], [-9.319399, -1.545217, 0.674165], [-5.543826, 1.515518, 0.705688], [-4.284524, 0.503962, 1.481354], [-5.349443, 1.305860, 2.511114], [-9.544287, -1.991529, -0.294505], [-10.046723, -0.750479, 0.839965], [-9.672810, -2.192000, 1.477200], [5.924677, -2.954956, 0.407307], [4.847885, -3.873773, 0.722291], [3.656388, -3.857254, 0.090222], [3.372000, -3.088640, -0.848050], [2.854735, -4.833317, 0.519216], [3.199756, -5.839801, 1.449998], [5.515399, -1.945021, 0.432579], [6.289630, -3.183649, -0.593993], [6.664029, -3.067445, 1.200280], [3.705749, -5.361498, 2.288629], [3.670971, -6.679808, 0.939660], [2.360988, -6.368618, 1.902677], [4.887611, 4.705425, 5.121684], [3.650449, 4.328742, 4.508119], [3.563759, 3.227508, 3.733911], [4.397962, 2.388659, 3.521421], [2.249220, 3.103344, 3.384983], [1.774718, 1.902528, 2.761019], [5.153097, 5.660257, 4.667911], [5.769215, 4.136616, 4.826186], [4.726367, 4.799069, 6.195617], [1.692622, 1.066922, 3.456088], [2.317445, 1.453251, 1.929332], [0.734979, 2.019015, 2.455302], [0.274615, 3.848449, -0.313908], [1.609976, 4.421164, -0.610715], [2.728604, 3.662518, -0.532779], [2.758401, 2.444666, -0.194821], [3.836372, 4.529731, -0.799785], [5.119298, 3.941385, -0.675000], [0.182772, 2.931869, -0.896613], [-0.467009, 4.617735, -0.529050], [0.192584, 3.702290, 0.763137], [5.895656, 4.401923, -1.285959], [5.172721, 2.875054, -0.894515], [5.530148, 4.010927, 0.332213], [0.005112, -6.604953, -5.094095], [0.506875, -5.702222, -4.105266], [0.270584, -4.396662, -4.354803], [-0.168112, -3.858042, -5.392204], [0.570828, -3.719037, -3.224703], [0.506559, -2.308152, -3.187862], [0.202351, -6.542317, -6.164269], [-1.077030, -6.635651, -4.967143], [0.218350, -7.615593, -4.745913], [1.316524, -2.079175, -2.495318], [-0.525016, -2.070116, -2.928411], [0.775623, -1.924147, -4.171855], [3.530948, -2.134023, 3.596361], [4.815150, -1.621567, 3.944703], [5.914913, -2.342308, 3.820860], [5.991780, -3.535549, 3.696409], [6.942408, -1.505743, 3.808052], [8.273277, -1.938770, 3.567403], [2.852739, -1.385039, 3.187491], [3.129713, -2.566249, 4.513025], [3.540292, -2.882272, 2.803807], [8.957084, -1.205334, 3.994685], [8.480908, -2.081858, 2.506974], [8.538173, -2.936497, 3.917380], [1.694111, -0.653050, -0.009097], [0.369797, -0.411316, 0.390964], [-0.491324, 0.112962, -0.495451], [-0.340434, 0.257461, -1.695242], [-1.522751, 0.762944, 0.202501], [-2.551559, 1.417553, -0.515933], [1.890512, -0.952648, -1.038539], [2.155306, -1.402175, 0.634508], [2.319460, 0.211963, 0.211817], [-2.926350, 2.190269, 0.155296], [-3.414138, 0.775412, -0.694024], [-2.284202, 1.955567, -1.425418], [-0.155131, -3.895486, 1.404922], [0.651112, -3.732765, 2.539878], [0.613023, -4.514006, 3.610688], [1.127291, -4.139397, 4.665465], [-0.014451, -5.712835, 3.450939], [-0.121904, -6.637807, 4.512531], [-0.923782, -3.131963, 1.524500], [-0.695690, -4.839267, 1.333092], [0.476553, -3.777986, 0.524421], [0.867174, -7.053898, 4.704103], [-0.759317, -7.508273, 4.357311], [-0.451110, -6.077836, 5.387827], [-2.939498, -5.573981, -1.987071], [-3.083505, -4.480614, -2.775254], [-2.859735, -3.235344, -2.334337], [-2.544162, -2.962599, -1.178709], [-2.990118, -2.410082, -3.303756], [-2.822482, -0.996064, -3.145839], [-2.632612, -6.449872, -2.558681], [-3.861735, -5.921221, -1.521226], [-2.158222, -5.319729, -1.270792], [-1.831535, -0.628284, -3.412011], [-2.841410, -0.665179, -2.107443], [-3.597353, -0.463586, -3.697325], [-6.191980, -0.118436, -2.284522], [-6.740079, 1.142546, -2.748576], [-5.995146, 2.271392, -2.756600], [-4.803906, 2.339887, -2.586214], [-6.794075, 3.333193, -2.916647], [-8.063602, 3.209192, -3.623889], [-5.927881, -0.728676, -3.148214], [-6.805883, -0.722287, -1.616247], [-5.311870, 0.007975, -1.654019], [-8.628151, 4.141489, -3.637991], [-8.687015, 2.501039, -3.078020], [-7.906489, 2.795039, -4.619828], [-2.021692, 3.273375, 3.561262], [-3.266380, 2.964690, 4.190181], [-3.312185, 1.990255, 5.113164], [-2.460709, 1.146628, 5.394031], [-4.495768, 2.088428, 5.679261], [-4.719075, 1.309538, 6.863193], [-1.890335, 2.627979, 2.692750], [-1.168628, 2.984090, 4.175009], [-1.889078, 4.311118, 3.255323], [-4.816250, 0.246145, 6.644443], [-5.709564, 1.592643, 7.219433], [-3.965157, 1.400120, 7.645181], [-3.745857, -4.888206, 3.163006], [-3.243369, -3.581747, 3.095121], [-4.045582, -2.554720, 3.775498], [-4.977316, -2.815139, 4.577489], [-3.551348, -1.357031, 3.491400], [-2.436352, -1.060229, 2.689744], [-4.587648, -5.016297, 2.482506], [-4.145219, -5.091631, 4.156594], [-2.991629, -5.642425, 2.938544], [-1.563453, -1.640126, 2.989494], [-2.238444, -0.001433, 2.856770], [-2.511964, -1.242873, 1.617819], [0.919364, 8.163493, -1.982240], [0.378032, 6.824961, -2.012563], [-0.203615, 6.392246, -3.172097], [-0.160434, 7.062860, -4.213114], [-0.697161, 5.264228, -2.997777], [-1.407793, 4.566639, -4.029156], [1.865732, 8.143652, -2.522696], [1.019488, 8.429085, -0.929844], [0.294567, 9.008504, -2.271512], [-2.382415, 5.045988, -4.121094], [-1.389472, 3.499803, -3.806428], [-0.986832, 4.801859, -5.006689]], "forces_ev_per_angstrom": [[2.324, 2.220, -0.365], [-3.184, -2.066, 0.458], [3.349, -2.665, 1.151], [-3.799, 2.979, -1.837], [0.328, 0.987, -0.246], [-0.212, -2.687, 1.017], [0.818, 0.313, -0.228], [0.410, 0.394, 0.203], [0.024, -0.476, 0.139], [0.075, 0.080, -0.242], [0.002, 0.582, -0.173], [-0.105, 0.242, 0.152], [1.577, -1.199, 0.457], [-0.414, 0.144, -0.308], [-0.352, -0.518, 0.136], [0.066, 0.308, 0.089], [-0.211, 0.427, 0.284], [-0.672, -0.129, 0.417], [-0.367, 0.003, -0.209], [-0.431, 0.571, -0.820], [-0.012, 0.542, 0.699], [0.558, -0.099, -0.405], [-0.066, -0.111, -0.027], [0.373, 0.065, -0.194], [0.800, 0.241, 1.096], [-0.265, 1.011, -1.382], [1.486, -0.483, -1.730], [-2.400, 0.287, 1.957], [0.740, -0.307, 1.042], [-0.074, 0.157, -1.447], [-0.367, -0.382, -0.059], [-0.063, 0.269, -0.216], [-0.116, -0.207, -0.533], [0.225, -0.361, 0.564], [-0.162, -0.285, 0.620], [0.114, -0.052, -0.075], [0.982, 1.322, 0.136], [-1.724, -1.358, -0.587], [-0.708, 3.836, -1.426], [2.072, -3.868, 2.327], [-0.447, 0.013, -0.527], [-1.468, -0.420, 1.300], [0.089, 0.237, 0.212], [-0.174, -0.411, -0.448], [-0.539, 0.364, -0.063], [0.787, 0.054, -0.045], [0.882, 0.997, -0.392], [0.225, -0.722, -0.342], [-1.164, 0.068, -0.292], [-0.582, -0.467, 0.358], [1.320, 1.038, -1.844], [0.302, -1.831, 2.589], [-1.295, 0.743, -0.968], [0.560, -0.318, 0.860], [0.166, 0.029, -0.085], [0.175, 0.117, 0.165], [-0.131, -0.260, -0.232], [0.673, -0.516, -0.178], [0.921, 0.445, 0.068], [-0.928, 0.852, -0.424], [0.479, 0.671, -1.003], [-0.087, -0.576, -0.644], [-1.089, -1.250, 0.881], [0.156, 0.771, -0.184], [0.426, 0.372, -0.422], [-0.301, -1.347, 0.333], [-0.337, 0.449, 0.437], [-0.482, -0.921, 0.356], [0.158, -0.180, -0.201], [0.341, 0.208, 0.686], [0.470, 1.003, -0.037], [0.169, 0.750, -0.138], [1.221, 0.233, 0.272], [0.959, -0.533, -0.065], [-0.099, -1.250, 1.238], [0.451, 4.295, -1.569], [-2.300, -1.994, 0.244], [1.243, -0.984, 0.584], [-0.308, 0.074, 0.185], [0.363, -0.111, -0.539], [0.266, -0.471, -0.040], [-0.704, 0.500, -0.449], [-0.579, 0.188, -0.224], [-0.467, 0.235, 0.363], [-1.712, -1.462, 0.760], [0.167, 0.883, -1.246], [-0.941, 2.186, -1.177], [1.267, -2.026, 2.634], [0.140, -2.282, -0.736], [0.247, -0.386, -0.777], [0.675, 0.856, 0.349], [-0.295, 0.514, -0.376], [0.846, 0.165, 0.007], [-0.684, 0.460, 0.225], [0.608, 0.562, 0.320], [-0.245, 0.263, -0.007], [-0.367, -1.110, 0.430], [-0.086, 1.178, -0.522], [-0.085, -0.625, -0.546], [-0.075, -0.339, -0.045], [0.516, 0.875, 0.255], [0.492, -0.940, -0.333], [0.495, 0.644, 0.503], [-0.396, -0.061, -0.352], [0.577, -0.316, 0.218], [-0.296, -0.007, -0.084], [-0.272, 0.680, -0.317], [-0.537, 0.028, 0.808], [2.168, -0.044, 0.149], [-1.947, 0.195, -0.344], [-0.201, 2.525, -0.417], [-0.087, -0.757, 1.445], [1.836, -1.692, -0.358], [-0.821, 0.750, 0.112], [-0.664, 0.096, 0.125], [-0.729, -0.403, -0.002], [-0.381, 0.437, -0.344], [0.158, 0.053, 0.184], [0.290, -0.266, -0.217], [0.478, -0.485, -0.079], [-1.225, 0.023, -0.750], [0.794, -0.695, 1.088], [0.580, 0.034, 2.634], [-0.942, -1.055, -1.915], [-0.325, 0.750, -1.930], [1.093, 0.471, 1.515], [0.050, 0.079, -0.699], [0.369, -0.192, 0.271], [-0.182, 0.197, 0.066], [0.111, 0.116, 0.234], [-0.376, 0.605, -0.867], [0.012, -0.303, 0.191], [0.912, -1.559, 1.845], [-0.923, 1.977, -2.654], [0.961, -1.062, 3.363], [-0.371, -0.244, -1.162], [-0.421, 1.271, -2.169], [0.289, 0.826, 0.967], [0.309, 0.356, -0.462], [-0.172, 0.563, 0.352], [-0.172, -0.568, 0.497], [-0.056, -0.533, -0.697], [-0.535, -0.577, 0.108], [0.109, -0.383, -0.105], [1.097, 0.081, -0.073], [-0.091, -0.759, 0.567], [-0.526, -0.769, 0.376], [-0.591, 0.039, 0.030], [0.094, 0.707, -0.758], [-0.164, -1.200, 0.743], [-0.003, 0.110, 0.004], [-1.046, 0.678, -0.470], [0.293, 0.507, -0.403], [0.813, 0.236, 0.015], [0.023, -0.055, -0.019], [0.104, 0.305, -0.024], [1.177, -1.306, -0.252], [0.271, 0.436, 0.039], [1.575, -1.256, 0.193], [-1.161, 1.829, -0.764], [-0.488, 0.029, 0.831], [-0.758, -0.869, 0.002], [-0.282, 0.119, -0.364], [-0.173, 0.175, 0.484], [-0.811, -0.033, 0.275], [0.309, -0.027, -0.375], [0.250, 0.375, 0.063], [0.112, 0.466, -0.313], [-1.131, -0.687, 0.601], [-1.150, 2.667, 1.013], [-0.385, -2.736, 1.209], [3.518, 1.220, -3.389], [-1.937, -0.576, 0.833], [1.520, -0.153, -0.376], [0.033, 0.028, -0.229], [0.098, -0.017, 0.123], [0.321, 0.482, -0.114], [0.004, 0.097, 0.359], [-0.022, -0.157, 0.028], [-0.803, -0.108, 0.012], [0.163, -0.101, 0.449], [-1.003, 0.253, -0.285], [2.625, 5.503, -2.013], [-0.445, -1.284, 1.590], [-1.421, -4.004, 1.210], [-0.061, 1.183, -0.946], [-0.094, 0.347, 0.163], [0.655, -0.702, 0.148], [-0.493, -0.625, -1.060], [-0.367, -0.612, 0.462], [-0.193, 0.360, 0.120], [0.571, -0.317, 0.104]]}



{"formula": "C2H10NO", "method": "ωB97M-V/def2-TZVPD", "e_lumo_ev": -3.269, "multiplicity": 1, "charge": 1, "species": ["O", "H", "H", "H", "C", "N", "C", "H", "H", "H", "H", "H", "H", "H"], "coordinates": [[0.993819, -1.670356, -1.181697], [1.189654, -1.984700, -2.069954], [-0.274594, 0.000928, -1.006299], [0.971639, -2.376198, -0.564527], [-1.398960, 0.025467, 0.744239], [-0.417634, 0.673651, -0.247545], [0.879050, 0.947072, 0.411114], [-0.885647, -0.876743, 1.038973], [-1.539093, 0.769466, 1.519093], [-2.344557, -0.119309, 0.232796], [-0.830679, 1.532323, -0.603660], [1.450854, 1.655380, -0.181678], [1.478787, 0.051489, 0.508942], [0.727362, 1.371530, 1.400201]], "forces_ev_per_angstrom": [[-0.323, 1.741, -0.733], [0.056, -0.395, 0.223], [0.216, 0.030, -0.139], [0.130, -1.346, 0.444], [0.650, 1.073, -1.147], [-0.717, -0.589, 0.852], [0.764, 0.575, 0.146], [-0.372, -0.235, 0.432], [0.062, -0.296, 0.397], [0.029, -0.370, -0.014], [0.067, 0.000, -0.160], [-0.055, 0.024, -0.111], [-0.257, -0.266, -0.134], [-0.249, 0.054, -0.057]]}



{"formula": "H14O7", "method": "ωB97M-V/def2-TZVPD", "e_lumo_ev": -0.048, "smiles": "O.O.O.O.O.O.O", "multiplicity": 1, "species": ["O", "H", "H", "O", "H", "H", "O", "H", "H", "O", "H", "H", "O", "H", "H", "O", "H", "H", "O", "H", "H"], "coordinates": [[9.588708, -6.776081, 5.727796], [8.700996, -6.484851, 5.501646], [9.545870, -7.037483, 6.658139], [10.754749, -7.596628, 8.597441], [11.232405, -8.307924, 9.041431], [10.070296, -7.330491, 9.220397], [12.534077, -10.840732, 11.555539], [12.898239, -11.696876, 11.313114], [12.459252, -10.355324, 10.723916], [12.341639, -6.130812, 6.826548], [11.539893, -6.121029, 6.296231], [12.068367, -6.604080, 7.622984], [13.740807, -9.075536, 9.615451], [14.429160, -9.734098, 9.749620], [14.206802, -8.233562, 9.606575], [7.462484, -9.070479, 10.531520], [6.603056, -9.392632, 10.246609], [7.788424, -8.518993, 9.806105], [7.863912, -6.829190, 8.726033], [7.936827, -5.870923, 8.795531], [6.932163, -6.985832, 8.538178]], "forces_ev_per_angstrom": [[0.004, 0.022, 0.145], [0.034, 0.015, 0.007], [-0.018, -0.135, -0.039], [-0.081, -0.180, 0.261], [0.058, -0.029, -0.097], [-0.043, -0.015, -0.006], [-0.036, -0.091, -0.064], [-0.084, -0.045, 0.021], [0.121, 0.052, 0.178], [0.296, 0.118, 0.128], [-0.097, -0.007, -0.223], [-0.065, 0.093, -0.135], [-0.031, 0.053, -0.153], [0.010, 0.009, 0.038], [-0.070, 0.046, -0.036], [0.064, 0.024, -0.099], [0.022, -0.062, 0.000], [-0.077, -0.067, 0.242], [-0.044, 0.165, -0.230], [0.040, 0.006, 0.071], [-0.004, 0.027, -0.010]]}



Result set for largest force on an atom: 6.42, 1.92, 0.34 eV/Å, one per record in the order listed.